[1]
The following is a quantum chemistry calculation of the molecule C30H36FNO, from the OMol25 dataset.

The relative energy (zero: lowest compared OMol25 entry of this formula, charge and spin) is 0.0 kcal per mole. The value obtained for the LUMO energy is 0.521 eV. As for the HOMO energy: -8.493 eV. The total energy comes out at -1394.64489 a.u. As for the spin multiplicity: 1. Its SMILES is CCCCCC/C=C/c1ccc([C@H]2[C@H]3C=CC[C@@H](C)[C@@H]3C(=O)N2Cc2ccccc2)c(F)c1. Its charge is 0.

Each line ends with the Mulliken charge.
Geometry (Å):
C (5.995, -1.663, 2.267)  -1.148
C (6.351, -3.103, 2.617)  -0.469
C (5.825, -4.117, 1.601)  -0.683
C (4.302, -4.222, 1.588)  -0.285
C (3.816, -5.311, 0.635)  -0.766
C (2.285, -5.395, 0.602)  -1.076
C (1.684, -4.142, 0.061)  -0.462
C (0.863, -3.349, 0.745)  -0.165
C (0.265, -2.105, 0.284)  1.421
C (-0.467, -1.326, 1.183)  -1.386
C (-1.048, -0.134, 0.799)  -0.066
C (-0.930, 0.335, -0.503)  -0.089
C (-1.566, 1.618, -0.973)  -0.192
C (-2.995, 1.429, -1.519)  0.008
C (-3.376, 0.213, -2.296)  -0.849
C (-4.622, -0.231, -2.226)  -0.746
C (-5.703, 0.365, -1.369)  -0.875
C (-5.309, 1.647, -0.610)  0.478
C (-6.190, 1.850, 0.618)  -1.712
C (-3.837, 1.511, -0.247)  -0.093
C (-3.105, 2.590, 0.539)  0.131
O (-3.525, 3.324, 1.406)  -0.734
N (-1.818, 2.546, 0.114)  0.412
C (-0.763, 3.375, 0.649)  -1.328
C (-0.267, 4.343, -0.393)  0.355
C (1.010, 4.236, -0.925)  -0.333
C (1.432, 5.111, -1.912)  -0.633
C (0.577, 6.094, -2.380)  -0.394
C (-0.702, 6.201, -1.858)  -0.719
C (-1.122, 5.329, -0.870)  -0.083
C (-0.194, -0.447, -1.386)  0.165
F (-0.037, -0.021, -2.663)  -0.419
C (0.394, -1.639, -1.025)  -1.220
H (4.920, -1.506, 2.297)  0.302
H (6.456, -0.977, 2.975)  0.358
H (6.351, -1.415, 1.269)  0.285
H (7.438, -3.194, 2.669)  0.332
H (5.953, -3.344, 3.606)  0.300
H (6.177, -3.842, 0.604)  0.310
H (6.243, -5.099, 1.839)  0.340
H (3.866, -3.269, 1.283)  0.250
H (3.947, -4.443, 2.598)  0.241
H (4.188, -5.104, -0.371)  0.340
H (4.220, -6.276, 0.947)  0.405
H (1.907, -5.589, 1.608)  0.380
H (1.994, -6.233, -0.039)  0.368
H (1.984, -3.894, -0.948)  0.283
H (0.602, -3.625, 1.760)  0.274
H (-0.576, -1.663, 2.204)  0.344
H (-1.593, 0.451, 1.524)  0.484
H (-0.912, 2.088, -1.718)  0.803
H (-3.210, 2.315, -2.135)  0.636
H (-2.641, -0.249, -2.935)  0.428
H (-4.924, -1.098, -2.798)  0.446
H (-6.580, 0.561, -1.992)  0.460
H (-6.003, -0.399, -0.642)  0.342
H (-5.427, 2.510, -1.273)  0.484
H (-7.232, 1.965, 0.326)  0.446
H (-6.110, 0.997, 1.289)  0.379
H (-5.874, 2.738, 1.157)  0.362
H (-3.716, 0.581, 0.323)  0.232
H (0.056, 2.739, 1.005)  0.396
H (-1.198, 3.913, 1.497)  0.517
H (1.678, 3.467, -0.564)  0.364
H (2.429, 5.022, -2.318)  0.377
H (0.906, 6.775, -3.151)  0.382
H (-1.371, 6.967, -2.221)  0.388
H (-2.118, 5.408, -0.458)  0.462
H (0.945, -2.190, -1.769)  0.455

---

[2]
The following is a quantum chemistry calculation of a structure of composition C30H36GeN3O3V, from the OMol25 dataset.

The relative energy (zero: lowest compared OMol25 entry of this formula, charge and spin) is 0.0 kcal per mole. The value obtained for the LUMO energy (alpha / beta) is 2.596 / 2.596 eV. As for the HOMO energy (alpha / beta): -1.456 / -1.367 eV. The total energy comes out at -4575.67699 a.u. As for the spin multiplicity: 2. Its charge is -1.

Each line ends with the Mulliken charge.
Geometry (Å):
V (-1.056, 0.859, -0.358)  0.172
N (-1.930, 2.296, 1.070)  -0.271
C (-2.869, 1.705, 2.033)  -0.898
C (-2.338, 0.341, 2.462)  0.086
N (-2.038, -0.420, 1.259)  -0.410
H (-1.039, 2.502, 1.517)  0.104
H (-2.291, 3.157, 0.677)  0.319
H (-3.819, 1.583, 1.508)  0.368
H (-3.032, 2.344, 2.907)  0.427
H (-3.068, -0.141, 3.123)  0.395
H (-1.407, 0.457, 3.024)  -0.045
H (-2.863, -0.713, 0.748)  0.365
H (-1.474, -1.242, 1.446)  -0.162
C (-0.941, 3.573, -7.532)  -0.866
O (-0.931, 3.781, -6.147)  -0.455
C (-1.089, 2.653, -5.350)  0.750
C (-1.292, 1.362, -5.845)  -0.616
C (-1.443, 0.313, -4.964)  -1.744
C (-1.415, 0.448, -3.547)  0.637
C (-1.659, -0.641, -2.682)  0.779
C (-1.894, -2.053, -3.132)  -1.550
O (-1.851, -0.485, -1.374)  -0.199
C (-1.134, 1.785, -3.080)  0.696
O (-0.936, 2.065, -1.796)  -0.742
C (-1.014, 2.844, -3.988)  -0.372
H (-0.789, 4.547, -7.995)  0.252
H (-1.897, 3.161, -7.877)  0.321
H (-0.138, 2.898, -7.849)  0.335
H (-1.338, 1.161, -6.907)  0.335
H (-1.608, -0.665, -5.395)  0.130
H (-2.038, -2.153, -4.206)  0.413
H (-2.785, -2.451, -2.633)  0.253
H (-1.061, -2.710, -2.850)  0.185
H (-0.810, 3.832, -3.594)  0.392
C (0.731, 0.632, 0.256)  -0.187
Ge (1.507, -0.518, 1.526)  1.362
C (3.402, -0.976, 1.177)  -0.088
C (4.261, 0.027, 0.724)  -0.435
C (5.601, -0.229, 0.476)  -0.641
C (6.113, -1.505, 0.675)  -0.385
C (5.274, -2.517, 1.119)  -0.632
C (3.933, -2.249, 1.368)  -0.194
C (0.616, -2.280, 1.735)  -0.899
C (0.488, -3.060, 0.582)  -0.142
C (-0.187, -4.272, 0.599)  -0.813
C (-0.765, -4.727, 1.777)  -0.390
C (-0.669, -3.960, 2.929)  -0.688
C (0.013, -2.749, 2.903)  0.143
C (1.520, 0.261, 3.369)  -0.158
C (1.155, 1.599, 3.520)  -0.281
C (1.160, 2.221, 4.762)  -0.610
C (1.542, 1.509, 5.890)  -0.412
C (1.940, 0.184, 5.761)  -0.686
C (1.934, -0.424, 4.513)  -0.039
H (1.465, 0.976, -0.483)  0.375
H (3.866, 1.023, 0.551)  0.334
H (6.249, 0.564, 0.122)  0.373
H (7.158, -1.711, 0.479)  0.358
H (5.665, -3.516, 1.270)  0.378
H (3.287, -3.052, 1.709)  0.266
H (0.901, -2.689, -0.351)  0.413
H (-0.280, -4.853, -0.310)  0.371
H (-1.300, -5.669, 1.792)  0.354
H (-1.132, -4.302, 3.848)  0.380
H (0.057, -2.150, 3.806)  0.441
H (0.876, 2.145, 2.622)  0.261
H (0.873, 3.263, 4.852)  0.391
H (1.546, 1.986, 6.863)  0.364
H (2.261, -0.372, 6.635)  0.382
H (2.276, -1.451, 4.429)  0.407
N (-4.102, 1.729, -1.257)  -0.627
H (-3.835, 0.791, -1.551)  0.147
H (-3.280, 2.290, -1.474)  0.137
H (-4.833, 2.042, -1.886)  0.287

---

[3]
The following is a quantum chemistry calculation of a structure of composition C30H36N7O2PtSi, from the OMol25 dataset.

The relative energy (zero: lowest compared OMol25 entry of this formula, charge and spin) is 70.7 kcal per mole. The value obtained for the LUMO energy (alpha / beta) is -2.912 / -3.001 eV. As for the HOMO energy (alpha / beta): -10.182 / -10.225 eV. The total energy comes out at -2107.24069 a.u. As for the spin multiplicity: 1. Its charge is +1.

Each line ends with the Mulliken charge.
Geometry (Å):
Pt (-1.000, 1.653, -0.051)  1.983
C (-4.361, -1.597, 1.148)  -1.150
N (-4.118, -1.379, -0.272)  0.006
C (-4.286, -2.561, -1.120)  -1.457
C (-3.295, -0.355, -0.619)  0.569
N (-2.659, 0.364, 0.247)  -0.732
N (-3.261, -0.078, -1.970)  -0.080
C (-2.365, 0.696, -2.691)  0.636
N (-2.407, 0.461, -4.028)  -0.504
N (-1.643, 1.597, -2.142)  -0.493
H (-5.250, -2.212, 1.256)  0.302
H (-4.557, -0.646, 1.641)  0.409
H (-3.526, -2.107, 1.641)  0.399
H (-5.097, -3.155, -0.708)  0.445
H (-3.380, -3.171, -1.144)  0.547
H (-4.568, -2.308, -2.141)  0.393
H (-2.635, -0.036, 1.174)  0.196
H (-3.924, -0.591, -2.523)  0.221
H (-2.756, -0.419, -4.368)  0.186
H (-1.690, 0.874, -4.600)  0.239
H (-1.006, 2.081, -2.761)  0.149
C (0.182, 5.731, -0.682)  -1.337
C (0.415, 4.393, -0.040)  0.713
O (0.317, 3.347, -0.698)  -0.703
N (0.757, 4.399, 1.253)  0.065
C (0.993, 3.189, 2.027)  -0.973
C (-0.233, 2.851, 2.832)  0.780
C (-0.275, 3.011, 4.208)  -0.933
C (-1.451, 2.733, 4.887)  -0.289
C (-2.558, 2.323, 4.161)  -0.862
C (-2.434, 2.189, 2.791)  -0.209
N (-1.298, 2.434, 2.137)  -0.283
H (0.617, 5.727, -1.679)  0.340
H (0.600, 6.549, -0.100)  0.370
H (-0.893, 5.882, -0.793)  0.294
H (0.757, 5.276, 1.747)  0.247
H (1.853, 3.337, 2.677)  0.539
H (1.209, 2.371, 1.336)  -0.023
H (0.601, 3.348, 4.745)  0.448
H (-1.501, 2.846, 5.961)  0.445
H (-3.502, 2.114, 4.643)  0.426
H (-3.280, 1.889, 2.186)  0.618
O (0.578, 0.113, 0.269)  0.272
Si (1.558, -1.021, -0.227)  -1.061
C (0.693, -2.392, -1.231)  -0.100
C (1.262, -3.606, -1.620)  -0.182
C (0.558, -4.524, -2.387)  -0.835
C (-0.733, -4.239, -2.806)  -0.992
C (-1.316, -3.037, -2.436)  -0.078
C (-0.611, -2.134, -1.652)  0.136
C (2.935, -0.374, -1.356)  0.580
C (3.920, -1.179, -1.927)  -0.294
C (4.866, -0.650, -2.793)  -0.732
C (4.846, 0.702, -3.104)  -0.499
C (3.876, 1.520, -2.544)  -0.497
C (2.930, 0.984, -1.680)  -0.202
C (2.321, -1.791, 1.347)  0.760
C (1.987, -1.225, 2.576)  -0.079
C (2.461, -1.767, 3.763)  -0.605
C (3.275, -2.890, 3.740)  -0.506
C (3.625, -3.457, 2.524)  -0.771
C (3.155, -2.907, 1.338)  -0.220
H (2.272, -3.853, -1.323)  0.005
H (1.016, -5.468, -2.656)  0.424
H (-1.280, -4.947, -3.416)  0.384
H (-2.328, -2.814, -2.766)  0.683
H (-1.050, -1.197, -1.330)  0.379
H (3.958, -2.238, -1.696)  0.071
H (5.623, -1.294, -3.224)  0.410
H (5.582, 1.114, -3.783)  0.374
H (3.860, 2.578, -2.778)  0.412
H (2.164, 1.622, -1.249)  0.427
H (1.341, -0.355, 2.589)  0.178
H (2.194, -1.310, 4.709)  0.408
H (3.637, -3.321, 4.665)  0.370
H (4.269, -4.328, 2.497)  0.412
H (3.463, -3.360, 0.403)  0.029